56
Properties=species:S:1:pos:R:3:forces:R:3:lowdin_charge:R:1 method="wB97M-V/def2-TZVPD" total_charge=+1 e_tot_ev=-29914.2832
C -1.921 -2.594 -2.548 -0.2 -0.4 -0.2 -0.08
C -1.847 -1.177 -2.059 -2.1 0.8 0.5 -0.31
C -0.542 -0.465 -1.953 0.6 0.0 -0.3 -0.07
C -3.039 -0.594 -1.728 1.1 -1.3 -0.4 -0.11
N -3.239 0.740 -1.454 0.3 0.7 0.7 -0.15
C -4.409 1.022 -0.611 0.2 0.3 -0.8 -0.15
C -4.285 2.428 -0.060 -0.3 0.2 -0.1 -0.19
O -4.037 3.391 -1.083 0.3 -0.5 0.0 -0.13
C -2.893 3.114 -1.888 -0.1 0.3 0.0 -0.19
C -2.914 1.722 -2.495 -0.9 -0.1 0.2 -0.14
H -0.931 -3.006 -2.764 -0.2 0.0 0.0 0.07
H -2.423 -3.232 -1.802 0.3 0.1 -0.2 0.08
H -2.534 -2.654 -3.464 0.4 -0.1 0.3 0.08
H 0.276 -1.193 -2.019 -0.1 0.1 0.0 0.08
H -0.372 0.276 -2.750 0.0 -0.2 0.1 0.08
H -0.422 0.060 -0.998 -0.4 0.0 -0.1 0.05
H -3.946 -1.218 -1.632 0.4 0.1 -0.3 0.13
H -5.350 0.935 -1.187 0.2 -0.1 0.1 0.13
H -4.417 0.295 0.209 -0.1 0.2 -0.1 0.13
H -5.246 2.740 0.373 0.4 -0.1 0.1 0.13
H -3.491 2.431 0.708 -0.1 0.2 -0.2 0.12
H -2.949 3.862 -2.694 0.3 -0.2 0.3 0.13
H -1.956 3.235 -1.311 -0.3 0.1 0.0 0.12
H -1.935 1.483 -2.921 -0.3 0.1 0.0 0.10
H -3.671 1.716 -3.310 0.3 -0.2 0.3 0.14
C -0.176 -2.373 6.002 -0.1 0.2 -0.1 -0.03
O -0.641 -1.167 5.357 0.5 0.2 -1.3 -0.05
C -0.157 -0.814 4.143 0.1 -0.1 0.7 -0.22
C -0.602 0.432 3.632 0.1 -0.2 0.2 0.03
C -0.094 0.910 2.453 -0.3 -0.1 -0.3 0.01
C 0.857 0.163 1.687 -0.4 -0.2 -0.2 -0.20
C 1.353 0.709 0.474 0.8 0.3 1.0 0.08
C 2.626 0.466 -0.108 0.4 0.1 -0.4 -0.19
C 2.922 1.063 -1.372 -0.4 -0.2 0.0 0.01
C 4.065 0.735 -2.070 -0.2 0.2 -0.1 -0.01
C 4.979 -0.192 -1.551 -0.1 0.2 0.1 -0.23
C 6.181 -0.556 -2.356 0.2 -0.3 -0.2 -0.03
C 4.772 -0.701 -0.260 -0.2 0.1 0.3 0.00
C 3.663 -0.320 0.484 -0.2 -0.4 -0.3 0.01
C 1.218 -1.121 2.179 0.1 0.0 0.1 0.00
C 0.766 -1.586 3.398 0.0 -0.1 0.2 0.02
H -0.787 -2.416 6.903 0.2 -0.2 -0.1 0.10
H -0.349 -3.259 5.379 0.0 0.2 0.1 0.10
H 0.886 -2.294 6.264 -0.2 0.0 -0.1 0.11
H -1.324 0.981 4.231 0.2 0.0 -0.2 0.13
H -0.418 1.884 2.086 0.1 -0.2 0.1 0.13
H 0.755 1.497 0.013 0.2 -0.1 0.1 0.13
H 2.201 1.766 -1.793 0.2 -0.2 0.0 0.13
H 4.274 1.187 -3.044 -0.2 -0.1 0.4 0.13
H 6.660 -1.456 -1.963 0.0 0.1 0.0 0.09
H 5.896 -0.750 -3.397 0.1 0.1 0.2 0.10
H 6.933 0.246 -2.370 -0.3 -0.1 0.1 0.11
H 5.506 -1.395 0.162 -0.2 0.4 -0.1 0.13
H 3.565 -0.645 1.517 0.1 0.1 -0.3 0.11
H 1.835 -1.772 1.564 -0.1 0.1 0.2 0.12
H 1.129 -2.538 3.794 -0.3 0.3 -0.3 0.12

---

7
Properties=species:S:1:pos:R:3:forces:R:3:lowdin_charge:R:1 method="wB97M-V/def2-TZVPD" e_tot_ev=-13506.9738
N -1.511 0.242 -1.118 1.1 -1.2 0.0 0.18
O -0.717 0.059 -0.201 -2.5 0.6 -1.7 -0.26
O 1.971 -0.927 0.072 0.5 -0.6 -0.1 -0.40
Si 0.856 -0.166 0.741 1.0 2.9 -1.3 0.38
H 0.007 -0.305 1.805 -1.1 -1.2 2.3 -0.05
H 0.596 1.426 0.683 0.9 -1.1 -0.2 0.03
H -1.203 -0.328 -1.983 0.1 0.6 0.9 0.13

---

6
Properties=species:S:1:pos:R:3:forces:R:3:lowdin_charge:R:1 method="wB97M-V/def2-TZVPD" e_tot_ev=-7567.6456
C 0.728 0.045 -0.017 2.3 3.6 0.5 -0.22
N -0.265 1.006 0.030 -0.8 0.8 -0.6 0.02
N -1.376 0.423 -0.007 1.0 0.2 0.4 0.03
O -1.127 -0.900 -0.001 0.4 -0.9 0.1 -0.08
N 0.239 -1.116 0.025 -0.7 -1.6 -0.4 0.09
H 1.802 0.542 -0.031 -2.3 -2.2 0.1 0.16

---

43
Properties=species:S:1:pos:R:3:forces:R:3:lowdin_charge:R:1 method="wB97M-V/def2-TZVPD" spin_multiplicity=5 s_squared=6.022 e_tot_ev=-63604.1555
H 0.744 -3.841 -0.167 0.1 0.2 -0.5 0.12
N 1.602 -1.976 -0.870 3.9 -2.1 3.6 -0.10
B 3.372 -0.055 -1.106 -0.9 0.3 0.8 -0.47
N 2.928 -1.525 -0.882 -0.8 -1.7 -0.5 0.01
C 3.741 -2.584 -0.753 -1.0 0.2 0.2 -0.05
Fe 0.108 -1.421 -1.725 -2.2 -0.3 0.4 0.77
H 4.807 -2.459 -0.887 -0.1 -0.1 0.3 0.13
C 2.962 -3.713 -0.500 0.3 -0.1 0.3 -0.06
H 3.351 -4.703 -0.371 -0.1 -0.2 0.2 0.09
C 1.631 -3.292 -0.471 1.5 1.2 -1.0 -0.09
H 4.519 0.012 -1.448 -0.1 -0.1 -0.1 0.11
C -2.211 2.848 1.544 -0.2 0.7 -1.0 -0.06
H -3.270 3.001 1.268 0.5 -0.2 0.1 0.02
H -1.692 2.281 0.745 -0.3 0.3 0.6 0.02
H -1.750 3.846 1.644 -0.1 -0.5 -0.1 0.02
N 3.174 0.823 0.194 -0.7 -0.1 0.5 -0.05
N 2.399 0.370 -2.245 -1.2 -0.4 -1.4 0.01
N 1.936 0.825 0.765 -0.4 0.0 -0.1 0.04
N 1.042 0.021 -2.311 1.8 5.0 -1.5 -0.10
C 3.990 1.653 0.912 -0.5 0.0 -0.2 -0.10
C 2.719 1.033 -3.367 -0.3 -0.2 0.6 -0.06
H 5.029 1.770 0.649 0.0 0.1 0.0 0.10
H 3.766 1.243 -3.574 -0.4 0.2 0.1 0.13
C 3.242 2.229 1.930 0.3 -0.4 -0.4 -0.09
C 1.557 1.268 -4.089 0.1 0.7 -0.8 -0.07
C 1.954 1.665 1.800 0.9 -0.3 -0.9 -0.17
C 0.507 0.718 -3.367 1.6 -0.8 0.5 -0.09
H 3.579 2.948 2.653 0.1 0.0 0.1 0.08
H 1.519 1.770 -5.048 -0.1 0.0 0.3 0.10
H 1.083 1.845 2.416 0.0 -0.2 -0.2 0.09
H -0.568 0.805 -3.527 0.4 -0.4 0.0 0.12
H -2.160 2.349 2.493 0.1 -0.4 0.4 0.00
F -5.631 -2.933 -1.516 0.9 0.2 0.1 0.02
C -4.331 -2.491 -1.418 -0.1 -0.3 -0.1 -0.27
C -3.473 -2.707 -2.494 -0.2 0.2 -0.2 -0.03
C -2.175 -2.185 -2.420 -1.1 -0.4 0.6 -0.17
C -1.705 -1.583 -1.237 -1.3 0.3 0.0 -0.27
C -2.596 -1.354 -0.173 -1.1 -0.7 -0.3 -0.10
C -3.923 -1.837 -0.257 0.4 0.3 -0.1 -0.02
H -3.811 -3.229 -3.391 -0.1 0.2 0.3 0.11
H -1.555 -2.254 -3.328 -0.1 -0.2 0.3 0.09
H -2.349 -0.791 0.741 0.3 -0.4 -0.6 0.10
H -4.630 -1.693 0.568 0.2 0.0 -0.4 0.12

---

41
Properties=species:S:1:pos:R:3:forces:R:3:lowdin_charge:R:1 method="wB97M-V/def2-TZVPD" e_tot_ev=-41595.4531
C 4.885 0.361 5.786 -0.2 0.1 0.5 -0.15
C 4.915 0.332 4.290 -2.1 -0.4 -1.1 -0.29
C 3.471 0.631 3.800 -0.8 2.3 -0.3 -0.20
C 3.220 0.334 2.293 -0.9 -1.5 2.3 -0.12
N 1.925 0.758 1.741 -1.4 -1.9 -1.9 0.06
C 1.923 1.711 0.760 -2.2 -1.7 -0.8 -0.55
O 2.555 2.645 0.993 3.6 5.3 -0.1 0.16
N 1.150 1.614 -0.411 -1.1 -0.4 -0.1 0.24
C 0.088 0.867 -0.432 4.3 2.0 -1.1 -0.27
O -0.558 0.909 -1.627 -1.1 -0.9 1.7 0.14
C -1.754 0.248 -1.599 -2.1 -0.7 -1.4 -0.17
C -2.441 0.245 -2.847 0.4 -1.4 0.7 0.09
C -3.618 -0.582 -2.991 0.8 0.7 0.5 -0.24
O -4.153 -0.842 -4.200 -0.8 0.1 1.4 -0.05
C -3.427 -0.454 -5.330 -0.5 0.4 -1.5 -0.24
C -4.304 -0.641 -6.576 1.4 -0.6 0.1 -0.04
C -4.243 -1.181 -1.836 2.9 0.9 0.8 -0.61
Cl -5.566 -2.234 -1.958 -0.6 -0.2 -0.3 0.74
C -3.534 -1.106 -0.603 -0.9 -1.0 0.0 -0.04
C -2.297 -0.442 -0.466 0.9 0.6 1.0 -0.13
C -1.465 -0.493 0.797 1.2 -0.1 -1.5 0.15
C -0.168 0.019 0.660 -4.3 -1.3 0.8 -0.06
C 0.852 -0.116 1.676 2.5 -1.0 4.2 -0.35
O 0.875 -0.927 2.612 -1.7 -0.5 -1.4 0.06
H 4.050 -0.312 6.112 1.2 0.4 0.2 0.09
H 5.896 0.084 6.060 -0.1 -0.5 0.9 0.06
H 4.704 1.359 6.211 -0.1 -0.2 -0.3 0.08
H 5.691 1.047 3.880 -0.9 -1.3 0.0 0.13
H 4.936 -0.748 4.012 1.4 0.7 -0.2 0.12
H 3.299 1.744 3.950 -0.2 -1.2 0.1 0.13
H 2.685 0.043 4.404 1.3 0.9 -0.9 0.13
H 3.983 0.630 1.625 0.9 0.7 -0.5 0.12
H 3.204 -0.757 2.337 -0.1 -0.1 -0.7 0.12
H -1.850 0.662 -3.707 -1.0 -0.5 1.0 0.13
H -2.631 -1.147 -5.430 1.3 -0.4 0.0 0.12
H -3.062 0.587 -5.235 -0.3 -0.6 -0.3 0.12
H -5.035 0.093 -6.628 -1.5 1.4 -0.1 0.05
H -3.719 -0.584 -7.494 0.3 0.3 0.2 0.08
H -4.778 -1.605 -6.648 -0.2 -0.5 0.5 0.08
H -3.919 -1.745 0.279 0.6 1.3 -1.5 0.15
H -1.784 -1.009 1.737 0.2 0.4 -1.1 0.15

---

ΔE to the lowest compared entry with this formula, charge and spin per entry: 82.90 30.16 95.19 6.27 68.73 kcal per mole